[1]
Computed, not measured: a single CHCl4PS molecule at a distorted geometry, with wB97M-V/def2-TZVPD.

Structure (XYZ):
```
8
CHCl4PS, DFT wB97M-V/def2-TZVPD
S 2.44 0.52 -0.62
P 0.92 -0.31 0.22
Cl 0.77 0.03 2.28
Cl 0.55 -2.45 -0.47
C -0.85 0.36 -0.15
Cl -1.05 1.89 0.51
Cl -1.00 0.25 -1.89
H -1.77 -0.29 0.12
```

Kohn-Sham gap   8.6 eV
HOMO energy   -10.17 eV
Relative energy (zero: lowest compared OMol25 entry of this formula, charge and spin)   0.00 kcal/mol
LUMO energy   -0.0571 Eh
Energy   -71267.79710 eV
SMILES   S=P(Cl)(Cl)C(Cl)Cl

These are the Löwdin partial charges, in e, on atoms 1 to 2: S 0.23; P -0.26

[2]
Computed, not measured: a molecular structure, C7H7N3S at a distorted geometry, with wB97M-V/def2-TZVPD.

Structure (XYZ):
```
18
C7H7N3S, DFT wB97M-V/def2-TZVPD
C -0.07 2.18 0.18
C -0.29 0.15 -0.59
C -0.68 -0.87 -1.31
C -0.37 -2.23 -0.87
C 0.65 -2.38 0.13
C 1.06 -1.35 0.94
C 0.44 -0.13 0.68
H -1.34 3.63 1.44
H -0.84 3.62 -0.59
H -1.42 -0.92 -2.25
H -1.13 -2.99 -2.61
H -1.08 -4.47 -1.23
H 1.07 -3.34 0.54
H 1.91 -1.50 1.64
N -0.13 3.57 0.27
N -0.64 1.54 -0.69
N -1.09 -3.23 -1.54
S 0.72 1.29 1.36
```

Kohn-Sham gap   6.6 eV
HOMO energy   -7.44 eV
Relative energy (zero: lowest compared OMol25 entry of this formula, charge and spin)   151.14 kcal/mol
LUMO energy   -0.0293 Eh
Energy   -22672.35234 eV

These are the Löwdin partial charges, in e, on atoms 1 to 2: C -0.94; C -0.27

[3]
Computed, not measured: a single C2H4N2O2 molecule, with wB97M-V/def2-TZVPD.

Structure (XYZ):
```
10
C2H4N2O2, DFT wB97M-V/def2-TZVPD
N 1.29 0.44 0.24
C 0.62 -0.73 0.44
O 0.99 -1.64 1.14
N -0.61 -0.76 -0.34
C -1.44 0.34 -0.18
O -1.79 1.06 -1.08
H 2.20 0.57 0.65
H 0.93 1.12 -0.41
H -0.41 -0.89 -1.33
H -1.78 0.49 0.86
```

Kohn-Sham gap   11.2 eV
HOMO energy   -10.53 eV
Relative energy (zero: lowest compared OMol25 entry of this formula, charge and spin)   19.64 kcal/mol
LUMO energy   0.0256 Eh
Energy   -9214.37105 eV
SMILES   NC(=O)NC=O

These are the Löwdin partial charges, in e, on atoms 1 to 2: N 0.18; C -0.57

[4]
Computed, not measured: a molecular structure, C5H7N2 at a distorted geometry, with wB97M-V/def2-TZVPD.

Structure (XYZ):
```
14
C5H7N2, DFT wB97M-V/def2-TZVPD
C -2.30 -1.49 -0.74
C -1.26 -2.11 -1.18
C 0.15 -0.83 -0.50
C 1.35 -0.07 -0.13
C -1.65 0.60 0.47
N -1.11 -0.52 -0.23
N 0.08 -1.99 -1.19
H 1.37 0.89 -0.64
H 2.25 -0.62 -0.38
H 1.36 0.14 0.94
H -2.68 0.40 0.75
H -1.07 0.77 1.38
H -1.63 1.49 -0.16
H 0.79 -2.57 -1.62
```

Kohn-Sham gap   8.5 eV
HOMO energy   -15.20 eV
Total charge   +1
Relative energy (zero: lowest compared OMol25 entry of this formula, charge and spin)   166.39 kcal/mol
LUMO energy   -0.2451 Eh
Energy   -8265.56195 eV

These are the Löwdin partial charges, in e, on atoms 1 to 2: C 0.15; C 0.08

[5]
Computed, not measured: 8 unconnected molecules or ions with the total composition C48H40NO14 at a distorted geometry, with wB97M-V/def2-TZVPD.

Structure (XYZ):
```
103
C48H40NO14, DFT wB97M-V/def2-TZVPD
C -1.61 0.51 0.38
C -2.51 1.62 -0.34
C -3.97 1.13 -0.21
N -4.85 1.82 0.48
C -6.18 1.13 0.52
C -5.63 -0.36 0.51
C -4.68 -0.14 -0.76
H -0.89 1.01 1.07
H -2.26 -0.16 1.01
H -1.06 -0.11 -0.35
H -2.18 1.83 -1.38
H -2.42 2.54 0.29
H -4.61 2.68 0.96
H -6.58 1.29 1.54
H -6.84 1.29 -0.36
H -6.37 -1.18 0.45
H -4.86 -0.46 1.31
H -5.37 0.13 -1.61
H -4.07 -1.00 -1.10
C -7.06 -3.22 -2.28
C -6.20 -3.86 -3.07
C -5.59 -5.14 -2.66
O -4.80 -5.73 -3.38
C -5.96 -5.69 -1.34
C -6.82 -5.05 -0.54
C -7.43 -3.76 -0.95
O -8.22 -3.18 -0.23
H -7.51 -2.28 -2.56
H -5.91 -3.48 -4.04
H -5.51 -6.63 -1.05
H -7.11 -5.43 0.43
C 2.33 4.03 -0.68
C 1.02 4.08 -0.43
C 0.50 4.16 0.96
O -0.70 4.20 1.18
C 1.49 4.18 2.06
C 2.80 4.13 1.81
C 3.32 4.05 0.42
O 4.51 4.01 0.20
H 2.72 3.97 -1.68
H 0.28 4.07 -1.22
H 1.10 4.24 3.06
H 3.54 4.14 2.60
C 2.78 -0.77 -2.55
C 3.31 -1.81 -1.90
C 4.26 -1.60 -0.78
O 4.75 -2.54 -0.19
C 4.60 -0.21 -0.41
C 4.06 0.83 -1.07
C 3.11 0.62 -2.18
O 2.62 1.56 -2.77
H 2.08 -0.90 -3.37
H 3.08 -2.83 -2.15
H 5.30 -0.07 0.41
H 4.30 1.85 -0.82
C -2.47 -8.22 -5.25
C -2.89 -8.32 -3.99
C -2.29 -9.30 -3.06
O -2.67 -9.39 -1.91
C -1.20 -10.15 -3.58
C -0.78 -10.05 -4.84
C -1.39 -9.08 -5.77
O -1.00 -8.98 -6.92
H -2.91 -7.51 -5.95
H -3.69 -7.70 -3.59
H -0.77 -10.86 -2.88
H 0.01 -10.67 -5.23
C 6.10 -0.61 4.55
C 5.68 -1.39 5.55
C 4.55 -2.33 5.36
O 4.17 -3.04 6.26
C 3.91 -2.37 4.03
C 4.33 -1.58 3.04
C 5.45 -0.64 3.22
O 5.84 0.08 2.32
H 6.92 0.09 4.67
H 6.14 -1.38 6.53
H 3.09 -3.06 3.91
H 3.87 -1.59 2.06
C -3.81 6.11 -4.24
C -3.28 5.07 -3.60
C -2.32 5.25 -2.49
O -1.84 4.29 -1.91
C -1.98 6.63 -2.10
C -2.50 7.68 -2.74
C -3.46 7.50 -3.85
O -3.94 8.45 -4.43
H -4.51 6.00 -5.06
H -3.52 4.05 -3.87
H -1.27 6.74 -1.29
H -2.26 8.70 -2.47
C 7.18 3.26 4.48
C 8.14 3.14 5.39
C 8.08 3.87 6.68
O 8.95 3.76 7.51
C 6.91 4.75 6.91
C 5.95 4.87 5.99
C 6.01 4.14 4.71
O 5.14 4.25 3.87
H 7.21 2.74 3.53
H 9.01 2.51 5.24
H 6.88 5.28 7.85
H 5.08 5.51 6.14
```

Kohn-Sham gap   7.5 eV
HOMO energy   -11.44 eV
Total charge   +1
LUMO energy   -0.1434 Eh
Energy   -80564.77213 eV

These are the Löwdin partial charges, in e, on atoms 1 to 2: C -0.05; C -0.12

[6]
Computed, not measured: a molecular structure, C6H14O at a distorted geometry, with wB97M-V/def2-TZVPD.

Structure (XYZ):
```
21
C6H14O, DFT wB97M-V/def2-TZVPD
C -1.54 -0.75 -1.08
C -1.09 -0.34 0.32
C -2.20 0.45 1.02
C 0.20 0.49 0.32
C 1.44 -0.23 -0.15
C 2.74 0.52 -0.05
O 1.53 -1.57 0.22
H -2.49 -1.28 -1.04
H -0.82 -1.41 -1.57
H -1.68 0.13 -1.72
H -0.88 -1.25 0.89
H -3.12 -0.14 1.07
H -2.42 1.38 0.49
H -1.92 0.71 2.05
H 0.41 0.83 1.34
H 0.10 1.38 -0.31
H 1.28 -0.33 -1.46
H 2.99 0.68 1.01
H 2.63 1.49 -0.54
H 3.54 -0.05 -0.51
H 1.38 -1.35 -0.89
```

Kohn-Sham gap   10.8 eV
HOMO energy   -9.89 eV
Relative energy (zero: lowest compared OMol25 entry of this formula, charge and spin)   68.89 kcal/mol
LUMO energy   0.0327 Eh
Energy   -8493.90498 eV

These are the Löwdin partial charges, in e, on atoms 1 to 2: C -0.08; C -0.43

[7]
Computed, not measured: a molecular structure, C28H27Cl3N3O3RuS2 at a distorted geometry, with wB97M-V/def2-TZVPD.

Structure (XYZ):
```
67
C28H27Cl3N3O3RuS2, DFT wB97M-V/def2-TZVPD
Ru 0.66 1.34 -0.35
C 0.10 -1.74 2.82
C 0.22 -0.30 2.38
N 0.64 -0.02 1.20
N 1.10 -1.20 0.54
C 2.15 -0.98 -0.16
S 2.87 0.60 -0.49
S 3.05 -2.28 -0.87
C 2.09 -3.75 -0.47
C 2.05 -4.23 0.96
C 3.16 -4.14 1.79
C 3.12 -4.66 3.08
C 1.97 -5.28 3.54
C 0.86 -5.38 2.72
C 0.90 -4.85 1.44
C 0.03 0.70 3.48
C 0.72 0.37 4.63
C 0.61 1.10 5.82
C -0.27 2.18 5.90
C -0.96 2.56 4.79
C -0.80 1.89 3.51
O -1.33 2.40 2.50
H -0.36 -2.33 2.03
H -0.50 -1.80 3.72
H 1.08 -2.19 2.99
H 2.59 -4.50 -1.09
H 1.08 -3.63 -0.86
H 4.06 -3.65 1.44
H 3.99 -4.58 3.71
H 1.94 -5.69 4.54
H -0.04 -5.87 3.07
H 0.03 -4.93 0.80
H 1.38 -0.49 4.65
H 1.19 0.80 6.68
H -0.39 2.72 6.83
H -1.63 3.41 4.78
Cl 3.02 7.55 -1.56
C 2.14 6.12 -1.48
C 1.24 5.80 -0.40
C 0.73 4.59 -0.73
Cl -0.38 3.56 0.07
C -2.43 4.11 -2.62
O -3.18 4.05 -3.46
C 1.33 4.14 -1.98
Cl 0.97 2.54 -2.48
C 2.19 5.08 -2.45
H 1.02 6.42 0.45
H 2.81 5.06 -3.33
O -0.91 0.17 -1.38
C -1.80 -0.02 -2.22
C -1.87 -1.33 -2.97
C -1.84 -1.22 -4.52
C -1.88 0.21 -5.08
C -3.23 0.90 -4.89
C -3.78 0.72 -3.48
N -2.76 0.88 -2.45
H -2.77 -1.84 -2.64
H -1.03 -1.91 -2.61
H -2.67 -1.79 -4.94
H -0.93 -1.70 -4.88
H -1.64 0.18 -6.14
H -1.08 0.80 -4.61
H -3.96 0.48 -5.59
H -3.13 1.96 -5.13
H -4.22 -0.27 -3.37
H -4.58 1.44 -3.27
H -2.70 1.73 -1.91
```

⟨S²⟩   6.072
Kohn-Sham gap (spin up / spin down)   8.1 / 6.1 eV
HOMO energy (spin up / spin down)   -10.68 / -10.73 eV
Total charge   +1
Relative energy (zero: lowest compared OMol25 entry of this formula, charge and spin)   51.48 kcal/mol
2S+1   5
LUMO energy (spin up / spin down)   -0.0962 / -0.1712 Eh
Energy   -101897.13650 eV

These are the Löwdin partial charges, in e, on atoms 1 to 2: Ru 0.66; C -0.02

[8]
Computed, not measured: a single C7H13Cl molecule at a distorted geometry, with wB97M-V/def2-TZVPD.

Structure (XYZ):
```
21
C7H13Cl, DFT wB97M-V/def2-TZVPD
C 0.80 2.13 -0.45
C -0.29 1.10 -0.26
C -0.10 -0.20 -0.13
C -1.27 -1.19 -0.18
C -2.63 -0.60 -0.54
C 1.18 -0.88 0.13
C 1.95 -0.47 1.36
Cl 2.32 -0.79 -1.28
H 0.63 2.98 0.24
H 1.77 1.77 -0.15
H 0.76 2.47 -1.51
H -1.27 1.58 -0.16
H -1.30 -1.74 0.77
H -1.03 -1.94 -0.92
H -2.57 -0.34 -1.59
H -2.88 0.38 -0.10
H -3.43 -1.34 -0.46
H 0.91 -1.91 0.29
H 1.39 -0.80 2.25
H 2.12 0.66 1.32
H 2.92 -0.87 1.37
```

Kohn-Sham gap   10.1 eV
HOMO energy   -9.14 eV
Relative energy (zero: lowest compared OMol25 entry of this formula, charge and spin)   11.09 kcal/mol
LUMO energy   0.0352 Eh
Energy   -19991.56694 eV
SMILES   C/C=C(/CC)[C@H](C)Cl

These are the Löwdin partial charges, in e, on atoms 1 to 2: C -0.10; C -0.12